(1)
Computed, not measured: a 3-piece molecular cluster, C9H18ClNO6Si overall, with ωB97M-V/def2-TZVPD.

Results
Total charge = 0
E_LUMO = 0.0103 Eh
HOMO-LUMO gap = 9.702 eV
E = -1609.6794 Ha
SMILES = C[C@@H]1COC(=O)O1.C[C@@H]1COC(=O)O1.NC[SiH2]Cl
HOMO level = -9.4 eV

Structure (XYZ):
```
36
Properties=species:S:1:pos:R:3:forces:R:3
N 4.32340 0.46596 1.01503 -0.2 0.2 0.1
C 3.15057 1.36535 1.01841 0.1 -0.6 -0.1
Si 1.50556 0.45725 0.83011 0.3 0.0 0.2
Cl 1.75301 -1.04082 -0.60988 -0.1 0.3 0.1
H 4.23213 -0.22000 1.75584 0.1 -0.1 -0.1
H 4.38188 -0.03210 0.13583 0.0 -0.1 0.0
H 3.12875 1.86050 1.98709 -0.1 0.3 0.0
H 3.30291 2.12014 0.25280 -0.1 0.2 0.0
H 1.19992 -0.22042 2.09856 0.0 -0.2 0.0
H 0.36415 1.32481 0.48126 0.0 0.0 -0.2
C -3.62441 -2.87955 3.67789 -0.1 0.1 0.1
C -2.87983 -1.56405 3.63294 -0.1 -0.2 0.0
C -1.47585 -1.64098 3.07023 0.1 0.1 0.0
O -0.80003 -0.59256 3.77581 0.0 -0.1 0.0
C -1.44832 -0.39188 4.95148 -0.1 0.0 0.0
O -1.03939 0.27589 5.84077 0.0 0.1 0.1
O -2.62346 -1.06395 4.95940 0.0 0.1 0.0
H -3.44707 -3.45203 2.76716 0.0 0.0 0.0
H -3.29752 -3.46855 4.53383 0.1 0.0 0.0
H -4.69728 -2.72119 3.77266 0.0 0.0 0.0
H -3.46384 -0.80533 3.10630 0.0 0.0 0.0
H -1.42929 -1.45862 1.99902 0.0 0.1 0.0
H -0.98772 -2.59152 3.29932 0.0 0.0 0.0
C 1.71928 0.79303 -5.27914 0.0 0.1 -0.2
C 0.70072 1.59540 -4.50077 0.1 -0.1 -0.1
C -0.06715 0.81283 -3.45710 -0.1 0.0 0.1
O -1.32956 1.48967 -3.42627 0.1 -0.1 0.0
C -1.51291 2.09177 -4.62739 0.1 0.0 0.0
O -2.52870 2.58249 -4.99011 -0.1 0.0 0.0
O -0.36779 2.05206 -5.35145 0.0 0.1 0.0
H 2.25745 0.11364 -4.61742 0.0 0.0 0.0
H 1.22604 0.21101 -6.05658 -0.1 -0.1 0.1
H 2.44788 1.44278 -5.76130 0.0 0.0 0.0
H 1.16316 2.47998 -4.05532 0.0 0.0 0.0
H 0.39419 0.83477 -2.47365 -0.1 0.1 0.0
H -0.23092 -0.22576 -3.75537 0.0 0.0 0.0
```
Forces are in eV/Å.


(2)
Computed, not measured: a 2-piece molecular cluster, C3H9NO2S overall in a non-equilibrium geometry, with ωB97M-V/def2-TZVPD.

Results
Total charge = 0
E_LUMO = 0.0177 Eh
HOMO-LUMO gap = 9.380 eV
E = -723.1175 Ha
SMILES = CSCC(N)=O.O
HOMO level = -8.9 eV
ΔE to the lowest compared entry with this formula, charge and spin = 133.5 kJ/mol

Structure (XYZ):
```
16
Properties=species:S:1:pos:R:3:forces:R:3
O 3.00820 -2.12208 -0.48757 -1.9 2.4 -1.1
S 0.25119 0.71835 0.08218 0.6 -1.1 -0.7
C 2.32792 -1.11680 -0.85840 1.5 -3.3 2.2
N 2.86732 -0.12129 -1.53156 0.4 1.8 -1.3
C -1.38164 0.09749 0.49071 -0.7 -0.2 0.0
C 0.87171 -0.98560 -0.45395 -0.8 0.2 0.8
H 2.27991 0.66213 -1.82776 0.6 -0.5 0.2
H 3.85637 -0.14599 -1.79175 -0.8 -0.1 0.2
H -1.34960 -0.52828 1.39845 0.0 0.3 -0.3
H -1.80233 -0.50119 -0.33464 0.2 0.2 0.2
H -2.04867 0.95567 0.67837 1.3 -0.9 -0.6
H 0.71062 -1.60952 0.44617 0.3 0.1 -0.7
H 0.20798 -1.36921 -1.25255 0.4 0.3 0.3
O -2.87806 2.06096 1.90717 -1.6 0.3 0.1
H -3.28463 1.42618 1.27472 -0.1 0.9 1.0
H -3.63630 2.57918 2.26039 0.8 -0.5 -0.3
```
Forces are in eV/Å.


(3)
Computed, not measured: C16H7Co2NO6 as an isolated structure in a non-equilibrium geometry, with ωB97M-V/def2-TZVPD.

Results
Total charge = -2
E_LUMO = 0.1801 Eh
HOMO-LUMO gap = 5.241 eV
E = -3885.4925 Ha
HOMO level = -0.3 eV
ΔE to the lowest compared entry with this formula, charge and spin = 0.0 kJ/mol

Structure (XYZ):
```
32
Properties=species:S:1:pos:R:3:forces:R:3
C -0.76222 -0.42959 0.81505 0.8 0.4 0.6
N 0.29260 0.03979 1.01943 -0.1 -0.1 -0.1
O -7.04557 3.12943 0.37375 0.6 -0.6 0.8
C -6.54711 2.34657 1.06276 -0.9 0.0 -0.7
Co -5.61061 1.13480 1.99805 1.8 3.6 1.5
C -4.06261 1.61433 1.31246 2.9 1.2 -1.4
O -3.11443 1.97802 0.76034 -2.0 -0.8 1.2
C -5.62996 2.04891 3.60250 -0.3 1.2 0.0
O -5.69445 2.88057 4.40652 0.2 -1.2 -0.6
C -6.24778 -0.56941 2.17729 -3.1 -1.3 -0.4
C -5.79241 -0.28334 0.90210 0.0 -1.9 0.4
C -5.71908 -0.64876 -0.40429 -0.4 0.0 -0.9
C -4.50848 -0.95003 -1.11588 1.0 1.0 -0.7
C -4.43588 -0.87393 -2.53456 0.3 -0.3 0.1
C -3.24245 -1.14326 -3.20137 0.1 -0.1 0.4
C -2.11804 -1.62854 -2.50076 -0.5 -0.1 -0.2
C -2.25146 -1.85846 -1.13210 0.4 0.2 0.0
C -3.34958 -1.36888 -0.42712 -0.7 -0.3 -0.4
Co -5.00345 -0.62515 3.65843 -0.1 -0.8 0.7
C -5.39920 0.02904 5.25536 -0.2 -0.1 0.5
O -5.62102 0.33990 6.34510 0.1 0.0 -0.2
C -3.24598 -0.96125 3.64647 2.3 0.2 -0.7
O -2.13879 -1.26656 3.75206 -1.6 0.2 0.2
C -5.42130 -2.28549 3.91216 -0.7 -0.9 -0.1
O -5.70925 -3.39943 4.06965 0.4 1.0 -0.1
H -7.24997 -0.97610 2.39765 0.2 0.5 -0.1
H -6.65759 -0.69100 -0.98224 0.1 -1.1 0.5
H -5.33714 -0.60733 -3.08830 0.2 0.1 0.0
H -3.16660 -1.00877 -4.27774 -0.1 0.1 0.0
H -1.15977 -1.79079 -3.01727 -0.6 -0.2 0.3
H -1.47375 -2.39471 -0.58688 -0.1 0.7 -0.1
H -3.35209 -1.30659 0.66420 0.1 -0.5 -0.4
```
Forces are in eV/Å.


(4)
Computed, not measured: one molecule with the formula C4H7NO2S in a non-equilibrium geometry, with ωB97M-V/def2-TZVPD.

Results
Total charge = 0
E_LUMO = 0.0090 Eh
HOMO-LUMO gap = 9.412 eV
E = -759.9248 Ha
SMILES = O=C1NC[C@@]1(O)CS
HOMO level = -9.2 eV
ΔE to the lowest compared entry with this formula, charge and spin = 398.5 kJ/mol

Structure (XYZ):
```
15
Properties=species:S:1:pos:R:3:forces:R:3
C -1.12338 -0.32954 -0.88435 3.0 0.8 0.0
C 0.07849 -0.27650 0.20467 -3.2 2.0 1.6
C 0.34365 1.30076 0.79777 -0.2 -2.5 -1.5
C 1.37320 -0.09948 -0.44925 1.1 -2.1 0.9
H -2.52270 -1.35437 0.30697 -1.4 3.6 -0.4
H -0.71350 0.33538 -1.73062 -1.2 -1.2 0.9
H -1.18625 -1.42680 -1.08609 0.3 1.2 -0.7
H 0.54379 -2.07188 0.63471 -1.8 1.8 1.9
H -0.63635 1.80358 0.55622 1.6 0.4 0.4
H 0.75386 1.40142 1.86833 -0.7 -0.3 -1.9
H 2.36722 1.71693 -0.11308 0.2 0.1 -0.2
N 1.47596 1.31187 -0.35587 -1.6 -1.2 1.5
O -0.08267 -1.37160 1.13375 2.7 -0.8 -3.1
O 2.04488 -1.10544 -0.66944 0.5 2.2 -0.7
S -2.71619 0.16568 -0.21373 0.6 -4.1 1.2
```
Forces are in eV/Å.


(5)
Computed, not measured: one molecule with the formula C3H6N2O, with ωB97M-V/def2-TZVPD.

Results
Total charge = 0
E_LUMO = 0.0319 Eh
HOMO-LUMO gap = 10.407 eV
E = -302.6523 Ha
SMILES = C/N=C/NC=O
HOMO level = -9.5 eV
ΔE to the lowest compared entry with this formula, charge and spin = 107.1 kJ/mol

Structure (XYZ):
```
12
Properties=species:S:1:pos:R:3:forces:R:3
C -1.98034 0.23847 -0.71725 -0.3 0.1 -0.1
N -0.68637 -0.00594 -0.14906 0.3 -0.2 -0.3
C 0.31635 -0.30312 -0.85667 -0.3 0.2 0.1
N 1.56908 -0.40485 -0.24538 0.0 0.1 0.2
C 1.71754 0.08169 1.04763 0.2 0.0 0.0
O 2.77176 0.15571 1.63234 -0.2 -0.1 -0.3
H -2.22857 1.29671 -0.54955 0.0 -0.3 -0.1
H -2.05454 0.02318 -1.79572 0.0 0.0 0.2
H -2.72226 -0.35398 -0.16463 0.1 0.1 -0.3
H 0.31850 -0.45520 -1.94854 -0.1 0.0 0.3
H 2.39702 -0.65290 -0.77097 -0.2 0.1 0.1
H 0.73190 0.38403 1.43493 0.4 0.0 0.2
```
Forces are in eV/Å.


(6)
Computed, not measured: a 2-piece molecular cluster, C3HBrF2 overall in a non-equilibrium geometry, with ωB97M-V/def2-TZVPD.

Results
Total charge = 0
E_LUMO (spin up / spin down) = 0.0176 / -0.1205 Eh
HOMO-LUMO gap (spin up / spin down) = 9.028 / 7.880 eV
E = -2888.4169 Ha
HOMO level (spin up / spin down) = -8.5 / -11.2 eV
Expectation value of S² = 2.023
ΔE to the lowest compared entry with this formula, charge and spin = 0.0 kJ/mol
Spin multiplicity = 3

Structure (XYZ):
```
7
Properties=species:S:1:pos:R:3:forces:R:3
C -1.82560 -0.71718 -0.07290 -0.4 0.3 0.5
C -0.76462 -0.21054 -0.35422 1.7 -0.2 0.1
C 0.61069 0.12510 -0.50779 -2.8 -0.2 0.0
F 1.86121 1.89555 1.55233 0.0 -0.3 -0.1
F 1.04911 0.30709 -1.72486 0.7 0.3 -0.7
Br 1.83741 -0.39235 0.75694 0.7 0.1 0.6
H -2.76820 -1.00766 0.35050 0.2 0.0 -0.4
```
Forces are in eV/Å.


(7)
Computed, not measured: C16H48AsF6N2O8 as an isolated structure in a non-equilibrium geometry, with ωB97M-V/def2-TZVPD.

Results
Total charge = -1
E_LUMO = 0.0778 Eh
HOMO-LUMO gap = 9.841 eV
E = -4184.8871 Ha
HOMO level = -7.7 eV
ΔE to the lowest compared entry with this formula, charge and spin = 316.5 kJ/mol

Structure (XYZ):
```
81
Properties=species:S:1:pos:R:3:forces:R:3
As -0.63445 1.37440 0.06034 1.4 0.2 2.1
F -0.47848 1.93908 -1.56679 -0.4 -0.2 0.1
F 0.68105 0.15297 -0.22607 -1.6 0.8 0.0
F -0.70678 0.77998 1.75611 0.1 0.2 -1.2
F -1.76429 2.64401 0.54813 0.3 -0.6 -0.7
F -2.00499 0.32970 -0.35172 1.3 0.5 0.0
F 0.68190 2.52892 0.53114 -1.0 -1.0 -0.3
C 2.25834 -3.29296 -4.00009 1.3 -0.5 -1.1
O 3.40669 -2.78234 -3.35241 -0.2 0.1 0.9
H 1.70344 -4.06705 -3.47003 -0.4 0.6 0.7
H 1.71100 -2.43772 -4.39642 -0.6 -0.5 -0.1
H 2.71728 -3.88604 -4.79113 -0.4 0.2 -0.6
H 3.06940 -2.14465 -2.71902 0.3 0.2 0.3
C -2.24234 8.47351 -1.74751 -2.4 2.1 1.4
O -1.42881 7.47697 -2.10659 1.7 -2.2 -1.1
H -2.85046 8.87947 -2.55590 0.4 0.1 -0.6
H -3.03373 8.18361 -1.05630 0.0 -0.3 0.4
H -1.72092 9.29141 -1.25027 0.2 0.3 -0.1
H -1.52098 6.71137 -1.53479 0.0 0.0 0.0
C 2.73001 2.30796 -6.10490 0.7 -0.6 0.3
O 2.96456 3.65293 -5.91710 -0.6 3.0 -0.1
H 3.65440 1.97463 -5.63321 -0.3 -1.9 -0.4
H 1.81682 1.93915 -5.63782 0.1 -0.1 0.2
H 2.66679 2.12462 -7.17751 0.2 -0.3 0.0
H 2.46204 4.01507 -5.18366 -0.1 -0.1 0.0
C 2.79955 1.31600 6.08595 1.8 1.0 2.7
O 3.56688 1.62540 6.95444 2.1 0.9 2.4
N 2.82305 0.15466 5.55443 -0.6 -4.8 -3.5
N 1.85352 2.11496 5.71146 -3.4 2.5 -1.7
H 2.26096 0.06450 4.72014 0.2 -0.7 0.1
H 3.48661 -0.57598 5.76878 0.0 0.7 0.0
H 1.58248 2.82371 6.37803 0.1 0.0 -0.5
H 1.20594 1.80946 4.99913 -0.2 0.4 0.3
C -6.21443 -0.58687 -5.70040 -0.6 -0.5 -0.7
C -6.65708 -1.50892 -6.88937 1.1 0.7 -0.5
C -6.01829 -1.06598 -8.28428 -0.1 -0.3 1.0
O -6.40967 -2.88121 -6.56387 0.9 0.2 0.0
H -6.19931 0.45824 -6.00959 -0.7 0.1 -0.1
H -5.21681 -0.65178 -5.26606 0.1 -1.0 -0.3
H -6.96743 -0.78855 -4.93855 0.3 0.5 0.3
H -7.74652 -1.52073 -6.92238 -0.1 1.0 -0.4
H -6.41658 -1.63495 -9.12436 -0.2 0.0 0.0
H -4.93437 -1.17345 -8.32496 0.1 -0.6 0.5
H -6.10176 -0.00179 -8.50481 -0.7 0.1 0.2
H -6.79233 -3.41137 -7.26679 0.0 -0.1 0.0
C 1.06891 -7.64946 3.99754 0.0 0.4 0.1
C -0.05392 -6.98991 3.19653 0.1 0.7 0.1
C 0.25010 -6.25983 1.91776 0.5 0.9 -1.0
O -0.95699 -7.99616 2.94710 -1.6 -2.1 -0.2
H 0.64903 -7.99457 4.94237 0.0 0.3 0.2
H 1.89040 -6.95642 4.17906 0.0 -0.1 0.1
H 1.45512 -8.57360 3.56751 0.0 0.2 -0.6
H -0.54201 -6.21766 3.79109 0.1 0.0 0.7
H -0.58797 -6.09313 1.24104 -0.8 -0.5 0.5
H 0.94805 -6.73489 1.22834 0.6 0.1 0.4
H 0.47977 -5.22359 2.16586 0.9 0.0 -0.2
H -1.86821 -7.70368 3.02278 0.1 0.2 -0.1
C -3.44311 1.97218 6.29693 1.5 0.5 0.0
C -3.69781 0.57527 6.77370 0.5 0.1 0.6
C -2.48810 -0.27208 7.18527 1.3 0.6 -1.8
O -4.44863 0.64246 7.98365 -0.7 -0.4 -0.4
H -3.14356 1.91925 5.25024 -0.2 0.3 -0.1
H -2.58245 2.38336 6.82443 0.2 0.1 0.1
H -4.22646 2.71297 6.45722 -0.4 -0.5 -0.2
H -4.19866 0.08925 5.93642 -0.6 -0.5 0.3
H -1.91379 0.15354 8.00814 -0.7 -0.2 0.6
H -1.70409 -0.27974 6.42805 -0.1 0.1 -0.6
H -2.72773 -1.33339 7.25068 -0.2 0.1 0.6
H -4.34362 -0.27328 8.25193 -0.6 0.0 0.9
C 7.11835 1.63588 -2.17212 1.2 0.7 -0.5
C 6.15504 2.34250 -1.24077 0.2 -0.2 1.3
C 6.27898 1.81667 0.20281 -0.7 -0.5 0.0
O 6.36772 3.75052 -1.12777 0.1 0.0 -0.7
H 7.02109 1.93698 -3.21519 -0.8 -0.4 -0.2
H 7.16472 0.55630 -2.02909 -0.5 0.0 -0.3
H 8.14417 1.98046 -2.04152 0.2 0.1 0.8
H 5.13673 2.20697 -1.60516 -0.1 -0.3 0.1
H 5.29600 1.76625 0.67112 -0.1 -0.1 -0.1
H 6.85312 2.44050 0.88787 0.3 0.2 -0.5
H 6.69130 0.80780 0.21908 0.0 0.0 0.0
H 5.91625 4.12803 -1.88623 0.1 0.4 0.0
```
Forces are in eV/Å.


(8)
Computed, not measured: a 4-piece molecular cluster, C4H16O3S overall in a non-equilibrium geometry, with ωB97M-V/def2-TZVPD.

Results
Total charge = -1
E_LUMO (spin up / spin down) = 0.1148 / 0.1126 Eh
HOMO-LUMO gap (spin up / spin down) = 2.391 / 8.236 eV
E = -785.8425 Ha
HOMO level (spin up / spin down) = 0.7 / -5.2 eV
Expectation value of S² = 0.750
ΔE to the lowest compared entry with this formula, charge and spin = 21.0 kJ/mol
Spin multiplicity = 2

Structure (XYZ):
```
24
Properties=species:S:1:pos:R:3:forces:R:3
C -0.60754 -1.69932 0.84921 1.2 0.4 0.0
C -1.12133 -0.99021 -0.39914 -1.3 -0.8 0.3
C -1.00581 0.51266 -0.40642 1.2 0.5 1.5
S -1.93284 1.28452 -1.72375 -0.1 -0.2 -0.8
C -1.00583 2.80474 -2.09868 -0.6 -0.1 0.8
H 0.43528 -1.40588 1.02949 0.0 -0.2 -0.2
H -1.08843 -1.43191 1.79016 -0.5 -0.1 -0.2
H -0.62007 -2.77562 0.67231 -0.1 0.0 0.2
H -2.16206 -1.34531 -0.46370 0.0 0.4 -0.4
H -0.61467 -1.39619 -1.27888 0.1 0.1 0.0
H 0.08097 0.68289 -0.40436 -0.2 0.3 -0.9
H -1.23870 1.00417 0.54488 -0.7 -0.6 -0.2
H -0.21108 2.86184 -1.36226 0.2 0.2 -0.2
H -0.64192 2.84808 -3.10812 0.4 -0.3 -0.4
H -1.69827 3.63192 -1.96363 0.1 0.2 0.1
H 2.67882 -3.00803 1.66121 -0.3 0.2 -0.4
H 1.65867 -2.29431 2.61816 -0.1 0.0 -0.5
O 2.51117 -2.72788 2.56058 0.5 -0.2 0.9
H 1.54050 -0.36185 -2.32870 -0.3 -0.2 0.3
H 2.60652 0.62533 -2.20140 0.2 0.2 0.5
O 1.92647 0.20859 -1.63776 0.1 0.0 -0.7
H -0.29129 0.90499 3.22361 0.6 -0.1 0.3
H 0.87162 0.99936 2.12044 0.2 -0.1 0.5
O -0.07019 1.06743 2.30675 -0.5 0.4 -0.4
```
Forces are in eV/Å.